[1]
This record from the Open Molecules 2025 dataset describes C8H12NO2P in the gas phase. The level of theory is the ωB97M-V functional and the def2-TZVPD basis.

Atoms and positions in Å:
C (0.571, 0.841, 0.566)
C (0.914, 2.005, 1.147)
C (-0.693, 0.524, -0.039)
C (-0.107, 3.010, 1.266)
C (-1.316, 3.072, 0.735)
C (-1.066, -0.595, -0.634)
C (0.867, -3.036, 0.322)
C (0.156, -2.345, -2.552)
N (0.493, 4.332, 1.614)
O (-1.577, -3.084, -0.496)
O (-2.438, 3.366, 0.714)
P (-0.278, -2.128, -0.777)
H (1.199, 0.079, 0.504)
H (1.757, 2.323, 1.642)
H (-1.356, 1.446, 0.053)
H (0.438, -3.277, 1.216)
H (1.224, -4.061, -0.019)
H (1.889, -2.568, 0.495)
H (-0.541, -3.160, -2.987)
H (-0.075, -1.333, -3.069)
H (1.174, -2.528, -2.664)
H (-0.306, 4.882, 1.797)
H (1.243, 4.753, 1.109)
H (-2.173, -2.519, 0.055)

Calculated values
**Energy above the lowest of the compared OMol25 structures with the same formula, charge and spin**: 150.7 kcal per mole
**Kohn-Sham gap**: 7.79 eV
**HOMO level**: -7.332 eV

Atom charges from the Mulliken analysis, given in e for atoms 1 to 2:
1 C -0.335
2 C -0.837

---

[2]
This record from the Open Molecules 2025 dataset describes a gas-phase ion, C8H12NO5 (charge +1). The level of theory is the ωB97M-V functional and the def2-TZVPD basis.

Atoms and positions in Å:
C (-3.669, -0.586, -0.866)
O (-2.603, 0.232, -0.592)
C (-1.473, -0.170, -0.125)
C (-1.202, -1.251, 0.551)
N (0.146, -1.428, 1.136)
C (1.243, -0.675, 0.305)
O (2.434, -0.952, 0.911)
C (1.318, -1.401, -1.263)
O (0.330, -1.893, -1.696)
C (0.779, 0.851, 0.303)
O (1.555, 1.841, 0.804)
C (2.642, 2.223, 0.005)
C (-0.521, 1.014, -0.071)
O (-0.996, 2.224, -0.199)
H (-3.813, -0.524, -1.961)
H (-4.592, -0.217, -0.265)
H (-3.548, -1.679, -0.669)
H (-1.928, -2.112, 0.586)
H (0.140, -1.063, 2.153)
H (0.371, -2.437, 1.202)
H (2.591, -0.457, 1.715)
H (2.343, -1.517, -1.627)
H (3.274, 1.358, -0.346)
H (3.303, 2.960, 0.488)
H (2.306, 2.760, -0.786)
H (-0.430, 2.899, 0.308)

Calculated values
**Total charge**: +1
**Energy above the lowest of the compared OMol25 structures with the same formula, charge and spin**: 27.9 kcal per mole
**Kohn-Sham gap**: 8.69 eV
**HOMO level**: -12.200 eV
**SMILES**: COC1=C[NH2+][C@@](O)(C=O)C(OC)=C1O

Atom charges from the Mulliken analysis, given in e for atoms 1 to 2:
1 C -0.691
2 O -0.261

---

[3]
This record from the Open Molecules 2025 dataset describes 2 unconnected molecules or ions with the total composition C8H12NOPS. The level of theory is the ωB97M-V functional and the def2-TZVPD basis.

Atoms and positions in Å:
C (0.976, -0.406, 2.375)
C (0.137, -0.858, 1.233)
P (-2.086, -1.034, 1.639)
O (-2.455, 0.022, 0.391)
C (0.375, -0.854, -0.075)
C (1.330, 0.020, -0.643)
C (1.332, 0.375, -1.949)
C (0.489, -0.296, -2.825)
S (0.654, 0.017, -4.482)
C (-0.420, -1.268, -2.397)
C (-0.488, -1.455, -1.050)
H (0.690, 0.678, 2.136)
H (0.653, -0.940, 3.331)
H (2.065, -0.603, 2.314)
H (-1.675, 0.079, 2.338)
H (-2.841, -0.327, -0.345)
H (2.057, 0.710, 0.018)
H (1.884, 1.103, -2.364)
H (-0.891, -1.799, -3.173)
H (-1.151, -2.343, -0.707)
N (-0.128, 2.194, 1.172)
H (0.643, 2.151, 0.623)
H (-0.932, 1.774, 0.776)
H (-0.218, 3.059, 1.663)

Calculated values
**Energy above the lowest of the compared OMol25 structures with the same formula, charge and spin**: 124.7 kcal per mole
**Kohn-Sham gap (spin up / spin down)**: 6.53 / 6.53 eV
**HOMO level (spin up / spin down)**: -7.627 / -7.624 eV
**SMILES**: CC(PO)=C1C=CC(=S)C=C1.N

Atom charges from the Mulliken analysis, given in e for atoms 1 to 2:
1 C -0.902
2 C -0.189

---

[4]
This record from the Open Molecules 2025 dataset describes C8H12NP in the gas phase. The level of theory is the ωB97M-V functional and the def2-TZVPD basis.

Atoms and positions in Å:
C (0.040, -0.729, -0.659)
C (-0.821, 0.303, -0.384)
C (-0.227, -2.060, -0.122)
C (-2.191, 0.349, 0.254)
C (1.464, -0.680, -1.210)
C (-0.443, 1.652, -1.007)
C (0.873, -2.758, 0.775)
C (-2.414, 1.336, 1.427)
N (-1.238, -2.674, -0.458)
P (-3.361, -0.653, -0.391)
H (1.454, -1.258, -2.170)
H (2.169, -1.279, -0.559)
H (1.905, 0.267, -1.364)
H (0.086, 2.531, -0.590)
H (-1.418, 2.183, -1.312)
H (0.195, 1.428, -1.856)
H (0.396, -2.973, 1.782)
H (1.794, -2.222, 0.863)
H (1.241, -3.652, 0.216)
H (-2.182, 0.840, 2.332)
H (-3.541, 1.699, 1.570)
H (-1.612, 2.182, 1.218)

Calculated values
**Energy above the lowest of the compared OMol25 structures with the same formula, charge and spin**: 90.6 kcal per mole
**Kohn-Sham gap (spin up / spin down)**: 8.10 / 7.62 eV
**HOMO level (spin up / spin down)**: -8.446 / -7.632 eV

Atom charges from the Mulliken analysis, given in e for atoms 1 to 2:
1 C 0.360
2 C 0.677